{"formula": "C20H56N9O2P2", "method": "ωB97M-V/def2-TZVPD", "species": ["P", "P", "O", "O", "N", "N", "N", "N", "N", "N", "N", "N", "N", "C", "C", "C", "C", "C", "C", "C", "C", "C", "C", "C", "C", "C", "C", "C", "C", "C", "C", "C", "C", "H", "H", "H", "H", "H", "H", "H", "H", "H", "H", "H", "H", "H", "H", "H", "H", "H", "H", "H", "H", "H", "H", "H", "H", "H", "H", "H", "H", "H", "H", "H", "H", "H", "H", "H", "H", "H", "H", "H", "H", "H", "H", "H", "H", "H", "H", "H", "H", "H", "H", "H", "H", "H", "H", "H", "H"], "positions_angstrom": [[-2.973387, -0.809381, 2.122994], [0.322704, 3.905471, -3.356683], [-0.314924, 2.912937, -2.353916], [-1.590396, -1.493235, 1.992942], [-0.100344, 2.996288, -4.733725], [0.850076, -4.930925, 0.449606], [-2.521120, 0.158066, 3.450146], [-2.871711, -0.057083, 0.610372], [1.419910, -4.069268, 3.253495], [-0.740037, 5.162886, -2.964498], [3.171588, -2.567750, 2.508040], [-4.563339, -0.023190, 2.272509], [1.055751, 5.046536, -4.509511], [0.503694, 6.317142, -4.978171], [5.783168, -6.112000, 1.731952], [-0.454777, 5.819971, -1.688205], [-1.508130, -0.413998, 4.353794], [0.789353, -5.415832, 2.943581], [-1.928156, 0.980706, 0.253716], [2.471025, 5.248131, -4.170633], [-2.163560, 5.167365, -3.225392], [-2.368696, 1.601098, 3.479789], [4.590008, -2.383415, 2.108577], [-0.166407, 1.536068, -4.551032], [-5.099815, 1.064033, 1.454591], [-1.055426, 3.351438, -5.767234], [-0.125488, -5.222201, 1.567366], [-3.098282, -0.950977, -0.526148], [-5.605615, -1.046187, 2.432566], [6.112062, -4.540013, 2.060723], [5.275830, -3.461280, 1.113328], [1.789818, -3.789764, 0.766729], [2.553404, -3.896888, 2.215337], [1.866146, -4.093440, 4.210702], [2.488687, -3.647385, -0.159262], [1.585710, -6.261028, 2.674833], [-1.705027, -1.476274, 4.531330], [1.061640, 6.667328, -5.855085], [-4.403405, 1.896951, 1.336399], [0.763747, -3.253531, 3.171035], [5.250042, -2.277574, 3.097236], [-2.536044, -1.884521, -0.422132], [5.834414, -4.374537, 3.208263], [1.120193, -2.803636, 0.821356], [3.018680, 5.721128, -4.993521], [-3.180187, 2.133291, 2.982054], [5.982118, -6.728454, 2.733594], [0.437211, 6.447252, -1.786314], [-0.495634, -0.302704, 3.957790], [3.227537, -4.839648, 2.359093], [-4.161697, -1.203014, -0.592294], [-1.266483, 6.478049, -1.353182], [2.570884, 5.869203, -3.272069], [-2.086166, 3.167624, -5.464014], [0.560895, 7.103909, -4.217411], [-0.068455, 1.007806, -5.507252], [-0.688003, -6.236781, 1.407656], [7.288473, -4.345894, 2.000889], [-0.534587, 6.239218, -5.307733], [-2.408111, 4.793847, -4.212885], [-2.821468, -0.501205, -1.488049], [-5.294996, -1.789678, 3.171172], [-2.729831, 4.591225, -2.483390], [6.547680, -6.538352, 0.947096], [-5.986877, 1.492787, 1.936465], [-2.307165, 1.539680, -0.612158], [2.956144, -2.227154, 3.493433], [4.678146, -1.314159, 1.583855], [-0.902629, -4.357381, 1.770581], [-2.404116, 1.973883, 4.513281], [-0.965120, 4.384586, -6.104778], [-1.104212, 1.223037, -4.085320], [-5.791097, -1.563895, 1.483516], [-1.819713, 1.730511, 1.028632], [-0.268837, 5.090910, -0.893012], [-6.545340, -0.610986, 2.790776], [-0.879827, 2.760660, -6.677440], [4.661270, -6.320685, 1.447737], [1.350748, -5.780160, 0.108174], [0.669295, 1.185698, -3.936572], [6.118813, -2.882820, 0.496046], [-1.540553, 0.059118, 5.342794], [-0.935368, 0.582394, 0.011052], [-5.399730, 0.727143, 0.455798], [-1.419190, 1.929289, 3.056844], [-2.532987, 6.201460, -3.228381], [4.587492, -3.964875, 0.316459], [2.953464, 4.286854, -3.975691], [0.164646, -5.789819, 3.864994]], "forces_ev_per_a": [[3.82, 5.66, -0.75], [-6.54, -0.44, -2.51], [3.43, 0.00, 1.15], [-1.60, -3.18, 0.64], [0.10, -2.05, -0.43], [0.02, 0.32, 1.05], [1.15, -0.55, 1.74], [-0.08, 0.69, -1.80], [1.40, -0.91, -0.10], [-1.28, 1.84, 0.58], [-0.58, -1.38, 0.89], [-2.29, -2.09, 0.22], [3.05, 0.60, 0.71], [-0.46, 0.37, 0.55], [0.88, -0.40, 1.06], [0.53, -0.01, -0.05], [-0.22, -0.30, -0.06], [-2.02, -1.92, -0.52], [0.56, 0.19, -0.01], [0.29, -0.05, -0.57], [-0.34, -0.31, 0.04], [-1.11, 0.50, 0.39], [1.73, 2.15, -0.24], [0.30, 0.02, 0.28], [0.23, 0.04, -0.80], [0.73, 0.59, -0.87], [0.85, -0.51, 1.20], [-0.43, -0.29, 0.19], [-0.39, 0.22, 0.49], [-0.21, -0.58, 0.41], [1.78, 0.19, 0.61], [-1.07, 0.37, -0.40], [0.16, 1.09, -0.73], [-0.72, 0.25, -1.18], [-1.03, -0.30, 2.11], [-1.40, 2.26, 0.89], [0.11, 0.17, -0.19], [0.31, -0.34, 0.15], [0.11, -0.37, -0.01], [0.29, -0.85, 0.07], [-1.20, -0.41, -2.26], [0.08, 0.02, -0.11], [0.47, -0.18, -2.51], [1.49, -1.99, 0.07], [-0.13, 0.02, 0.10], [0.10, -0.22, -0.17], [-0.41, 1.24, -2.20], [0.15, 0.04, 0.08], [0.18, -0.02, -0.07], [-1.06, 1.76, -0.40], [-0.11, -0.14, -0.01], [0.08, -0.22, -0.36], [0.21, 0.07, -0.11], [-0.16, -0.08, 0.17], [-0.04, 0.08, -0.07], [-0.08, 0.40, -0.07], [1.09, 2.07, 0.10], [-2.69, -0.46, -0.01], [0.14, -0.18, 0.30], [0.13, -0.25, -0.05], [-0.02, 0.16, 0.42], [0.14, -0.07, 0.01], [-0.13, 0.03, -0.04], [-1.88, 0.83, 1.32], [0.04, -0.42, 0.27], [0.10, -0.30, -0.01], [0.74, -0.72, -1.81], [-0.32, -2.28, 1.09], [1.62, -1.54, -0.76], [0.06, -0.26, -0.10], [0.00, 0.01, 0.28], [-0.06, -0.07, 0.12], [-0.21, 0.00, 0.11], [0.04, -0.12, 0.25], [-0.10, 0.02, 0.07], [0.12, 0.01, -0.13], [0.06, -0.05, 0.27], [2.25, 0.53, 0.27], [-0.67, 0.98, 0.62], [-0.33, 0.12, 0.04], [-2.10, -1.12, 1.31], [-0.19, 0.21, -0.28], [0.00, 0.18, -0.08], [-0.04, 0.10, -0.01], [0.19, -0.07, -0.11], [0.15, -0.09, 0.22], [1.15, 0.88, 1.74], [-0.05, -0.11, 0.08], [1.18, 0.93, -1.78]], "total_energy_ev": -57715.298, "gap_ev": 6.503, "charge": 1}